# 1
Density functional theory data (ωB97M-V with the def2-TZVPD basis set) for 6 unconnected molecules or ions with the total composition C18H44BClN5O7P.

ORCA input file:
```
! wB97M-V def2-TZVPD RIJCOSX def2/J DEFGRID3
* xyz 0 1
C 0.19803 3.87410 -0.15671
C -0.94138 3.44444 -1.08633
C -2.01428 2.56707 -0.40834
Cl -1.48179 0.83512 -0.45312
B -3.41515 2.75321 -1.06855
P -4.40053 4.42380 -1.01680
O -3.53261 5.39196 0.01218
O -5.59755 3.99779 0.02784
H 0.36201 3.17355 0.66173
H 1.13730 3.99467 -0.69523
H -0.02705 4.83577 0.30900
H -1.44743 4.34129 -1.46186
H -0.56559 2.91213 -1.96078
H -2.09933 2.83070 0.65278
H -3.94229 1.88017 -1.68244
H -2.98159 6.00300 -0.48078
H -5.25349 3.48634 0.76203
C 3.80184 8.03283 -0.90414
N 3.21604 7.07646 0.01005
C 2.12784 7.49117 0.87948
C 3.65144 5.80181 0.09536
O 3.18623 4.96986 0.84644
H 4.22296 8.88155 -0.36100
H 3.05429 8.40606 -1.60754
H 4.59932 7.55369 -1.46879
H 2.40326 7.36124 1.92612
H 1.23836 6.88945 0.69342
H 1.90279 8.53844 0.69162
H 4.48737 5.58429 -0.59313
C -1.31947 -2.54968 -1.46912
N -1.85657 -3.82820 -1.05210
C -1.79753 -4.95522 -1.97033
C -2.40235 -4.00265 0.16484
O -2.86146 -5.05192 0.57681
H -1.83941 -2.18325 -2.35685
H -0.25442 -2.64071 -1.69521
H -1.44704 -1.82435 -0.67079
H -2.80188 -5.32678 -2.17676
H -1.22150 -5.77113 -1.53420
H -1.32607 -4.64686 -2.89700
H -2.39383 -3.08146 0.77457
C 2.08452 -0.04129 4.16194
N 1.26142 0.92786 3.45954
C 0.58393 0.51617 2.24438
C 1.07275 2.18423 3.89186
O 0.35157 3.00045 3.34274
H 2.90810 -0.37444 3.52825
H 1.49506 -0.91086 4.44284
H 2.49831 0.40993 5.06206
H 0.92008 1.10888 1.39437
H -0.49179 0.65613 2.34752
H 0.79605 -0.53450 2.05804
H 1.62888 2.41396 4.81647
C 0.62349 -6.32703 5.69831
N 0.75337 -4.91702 5.39275
C -0.42758 -4.07028 5.42034
C 1.93326 -4.35860 5.07278
O 2.08353 -3.18026 4.80274
H -0.05538 -6.81236 4.99497
H 0.23983 -6.46837 6.71052
H 1.59813 -6.80538 5.62646
H -0.59610 -3.61864 4.44250
H -0.30456 -3.26721 6.14754
H -1.29071 -4.67330 5.68990
H 2.76860 -5.07835 5.06766
C 0.26349 -3.13570 -7.61914
N -0.17571 -4.27138 -6.83548
C -1.05264 -5.26076 -7.43951
C 0.20083 -4.44883 -5.55589
O -0.14517 -5.38737 -4.86271
H -0.59045 -2.54289 -7.95265
H 0.82425 -3.46496 -8.49605
H 0.90872 -2.50344 -7.01256
H -1.98974 -5.32861 -6.88689
H -0.58379 -6.24465 -7.42685
H -1.25907 -4.97153 -8.46697
H 0.86513 -3.64940 -5.18458
*
```

Structure (SMILES)   CC[C@H](Cl)BP(O)O.CN(C)C=O.CN(C)C=O.CN(C)C=O.CN(C)C=O.CN(C)C=O
Calculated total energy   -2339.107037 Eh



# 2
Density functional theory data (ωB97M-V with the def2-TZVPD basis set) for 2 unconnected molecules or ions with the total composition C3H10NO2.

ORCA input file:
```
! wB97M-V def2-TZVPD RIJCOSX def2/J DEFGRID3
* xyz -1 1
C 0.94317 -0.51379 -0.44419
N 0.65094 0.92003 -0.14979
C -0.14873 1.54599 -1.16129
O -1.42202 1.25756 -0.87975
C 1.02328 -1.42139 0.87496
H 1.87629 -0.52745 -0.81256
H 0.23368 -1.18502 -1.06334
H 0.20582 1.07228 0.85438
H 0.09087 2.64333 -1.28662
H 0.05295 1.23729 -2.16064
H 0.21434 -1.19402 1.63383
H 1.03591 -2.49460 0.90598
H 1.87256 -1.01827 1.54564
H -2.54683 -0.75927 0.61557
H -1.87205 0.50269 0.36846
O -2.21018 -0.06535 1.15933
*
```

Calculated total energy   -325.490171 Eh



Calculated highest occupied orbital energy (eV), listed in the same order as above: -8.545 -2.928
Calculated Kohn-Sham gap (eV), listed in the same order as above: 8.2 7.1